9
Properties=species:S:1:pos:R:3 method="wB97M-V/def2-TZVPD" e_tot_ev=-20038.267 orbital_gap_ev=5.821 total_charge=-2 de_lowest_kcal_mol=63.5 lumo_ev=6.9
C 0.53538 -1.22750 -0.09794
N 1.17602 -1.07063 -1.03772
O 1.30726 3.21814 0.26149
O -0.76422 1.67832 -0.50895
O 0.70707 1.15782 1.50530
O 1.80678 0.97607 -0.86329
P 0.92751 1.75436 0.13112
H -0.09486 -1.34419 0.72902
H -1.00217 0.90939 0.01655